Entry 1:
A structure of composition C29H20Cl2KN5O5. Source: OMol25; level of theory: the ωB97M-V functional and the def2-TZVPD basis.

Summary:
Total charge ... -2
HOMO ... -0.064 Ha
HOMO-LUMO gap ... 5.724 eV
Energy above the lowest of the compared OMol25 structures with the same formula, charge and spin ... 15.6 kJ/mol

Last column: natural (NBO) charge in e.
Cartesian coordinates (Å):
N1 1.5741 -2.0260 0.0160  -0.43
H1 -2.5145 -0.4638 -0.7499  0.16
H2 -0.9850 -2.1331 -0.1612  0.25
H3 -0.6693 1.9230 5.0778  0.24
Cl1 -2.7379 7.1335 -1.8752  -0.06
C1 0.6784 -5.6279 0.0226  -0.20
C2 0.8690 -3.1974 -0.0186  0.22
C3 -0.6613 2.3645 2.4772  0.57
O1 3.1124 0.2294 0.5104  -0.78
C4 1.9259 0.5219 -5.0956  -0.19
C5 -0.6010 0.9772 4.5591  -0.23
H4 1.6118 2.6557 -4.8570  0.24
C6 3.5918 -3.3206 0.0813  -0.23
C7 -0.3494 -1.2841 3.0914  0.04
C8 1.5296 1.6667 -4.4299  -0.24
C9 -0.3969 -1.3991 4.4685  -0.29
C10 1.8109 -0.7044 -4.4544  -0.28
N2 0.9030 0.3781 -2.5196  -0.43
O2 0.9143 3.9154 -2.9659  -0.74
C11 -0.9876 3.6580 -0.8208  0.13
C12 3.6980 -0.7723 0.0449  0.73
H5 -0.5634 -0.2777 6.2988  0.20
C13 -1.3007 -4.2581 -0.1284  -0.22
C14 1.3075 -0.7178 -3.1654  0.04
H6 -0.2227 -2.1671 2.4717  0.19
O3 -3.5089 0.8180 0.5646  -0.77
O4 4.8417 -0.8932 -0.4324  -0.74
C15 -0.5422 -3.1207 -0.1125  -0.22
H7 -4.0343 -1.0500 -0.0477  0.15
H8 -2.5634 -0.9909 0.9455  0.16
N3 -1.0916 2.3221 1.2284  -0.72
H9 2.3285 0.5809 -6.1005  0.19
C16 -1.4362 4.7868 -1.5229  -0.25
C17 1.4849 -4.4642 0.0378  -0.13
C18 -2.1321 4.5305 1.1301  -0.27
H10 3.4147 -5.4455 0.1332  0.19
H11 1.2348 -1.6493 -2.6108  0.19
C19 -2.2166 5.7577 -0.9202  -0.08
K1 1.0377 1.1175 0.1744  0.93
H12 4.6717 -3.2736 0.0841  0.24
H13 -0.3203 -2.3717 4.9380  0.20
Cl2 -3.5302 6.8471 1.2362  -0.06
H14 1.1608 -6.6000 0.0705  0.20
C20 -1.3723 3.5211 0.5416  0.23
C21 0.5166 2.8424 -2.4578  0.57
H15 -1.2944 -6.4259 -0.0660  0.20
C22 2.8825 -2.0837 0.0563  0.15
C23 -2.5605 5.6365 0.4180  -0.08
C24 -0.6842 -5.5301 -0.0562  -0.23
C25 -0.5701 0.9969 3.1647  0.16
O5 -0.3139 3.3419 3.1740  -0.73
C26 -3.1275 -0.4763 0.1607  -0.24
H16 -1.1340 4.9099 -2.5525  0.24
C27 1.0070 1.5574 -3.1418  0.16
H17 -2.3801 -4.1842 -0.1940  0.21
N4 -0.4484 -0.1207 2.4427  -0.43
H18 -2.3967 4.4376 2.1742  0.23
C28 -0.5284 -0.2351 5.2162  -0.19
H19 2.1218 -1.6264 -4.9292  0.20
H20 -2.6766 1.3331 0.7084  0.51
N5 -0.2799 2.6196 -1.4276  -0.67
C29 2.9034 -4.4891 0.0945  -0.17

Forces on the atoms, in the same order (eV/Å):
0.128 -0.083 0.010
0.003 0.036 0.008
0.022 -0.030 0.005
-0.002 -0.008 -0.019
0.008 -0.043 0.057
0.013 0.026 -0.006
0.026 0.160 -0.010
-0.114 0.220 0.014
1.546 -0.794 0.062
-0.011 0.030 0.012
0.027 -0.054 0.069
-0.008 0.004 -0.003
0.015 0.034 -0.005
-0.010 0.167 -0.147
0.062 -0.063 -0.024
0.000 0.036 0.056
0.022 0.031 -0.041
0.075 -0.031 -0.245
-0.091 -0.155 -0.050
0.079 -0.121 -0.192
0.123 0.116 0.065
0.000 0.002 0.013
0.035 -0.074 0.003
-0.041 0.167 0.170
-0.003 0.033 -0.015
0.281 0.073 -0.057
-0.116 0.021 0.101
0.011 0.045 0.012
-0.029 0.009 -0.002
0.020 -0.049 0.014
-0.346 0.232 -0.012
0.003 0.004 -0.010
0.106 0.060 0.075
0.019 -0.054 -0.001
0.007 -0.035 0.089
0.010 -0.018 0.002
-0.017 0.049 -0.008
0.005 -0.031 0.058
-0.924 -0.133 0.109
-0.017 0.016 0.000
-0.002 0.000 0.001
0.051 -0.045 -0.068
-0.012 0.038 0.000
0.100 -0.109 0.055
-0.141 0.202 -0.040
0.008 0.020 -0.003
-0.179 -0.087 -0.013
0.007 0.031 -0.081
-0.001 0.087 -0.002
-0.024 -0.033 -0.155
-0.100 -0.103 0.004
0.005 0.144 0.028
-0.016 -0.010 0.024
-0.085 -0.059 0.105
0.029 -0.009 0.003
0.021 0.023 0.119
0.003 0.003 -0.016
0.000 0.002 -0.009
-0.005 0.003 0.001
-0.183 -0.201 0.105
-0.338 0.380 -0.217
-0.056 -0.074 -0.002

Entry 2:
A structure of composition C10H28MgO6S4. Source: OMol25; level of theory: the ωB97M-V functional and the def2-TZVPD basis.

Summary:
Total charge ... +1
HOMO (alpha / beta) ... -0.427 / -0.369 Ha
HOMO-LUMO gap (alpha / beta) ... 9.541 / 5.335 eV
2S+1 ... 2
Energy above the lowest of the compared OMol25 structures with the same formula, charge and spin ... 68.5 kJ/mol
⟨S²⟩ ... 0.760

Last column: Mulliken spin population.
Cartesian coordinates (Å):
H1 -2.4285 -3.4909 -0.1422  0.07
C1 -0.2962 -3.7384 0.0519  -0.03
C2 -1.6878 -3.3195 0.6389  -0.04
C3 -0.9395 -0.9544 -3.7215  0.00
H2 0.6422 2.8978 -2.1002  0.00
H3 3.4632 1.6093 2.8976  0.00
H4 -0.5091 3.5049 2.2153  0.00
H5 -1.4152 -0.7055 -4.6701  0.00
O1 0.6464 -2.6497 -0.1802  0.53
C4 -3.4477 1.5355 0.4564  0.00
C5 3.7510 1.0256 -0.9636  0.00
H6 -3.3551 -1.6884 -2.6960  0.00
C6 -3.2393 -0.7668 -2.1255  0.01
H7 1.6730 1.7964 2.6693  0.00
S1 -1.6068 -0.0117 -2.2976  0.00
H8 -2.3375 3.2460 2.6179  0.00
C7 2.5540 1.1863 2.4703  0.00
H9 -4.1536 -0.2106 -2.3325  0.00
H10 -1.0782 -1.9898 -3.4105  0.00
H11 -1.9794 -4.0788 1.3646  0.03
O2 0.6502 -0.8786 2.2849  0.01
Mg1 -0.2453 -0.9854 0.6511  -0.04
C8 1.4659 2.7109 -1.4113  0.00
H12 2.8172 1.0919 1.4167  0.00
H13 -1.7601 4.3202 1.4225  0.00
H14 -3.6856 0.4829 0.6098  0.00
H15 2.8075 -2.4487 1.6809  0.00
H16 0.1397 -0.8300 -3.8117  0.00
O3 -1.7927 -2.0768 1.2889  0.31
H17 -3.3231 -1.2899 -1.1728  -0.01
H18 2.1612 3.4578 -1.7946  0.00
O4 1.2034 0.3564 -0.0594  0.01
H19 3.9280 1.9351 -0.3896  0.00
H20 -3.7120 1.8243 -0.5608  0.00
C9 3.2382 -1.5573 2.1369  0.00
O5 -1.0122 -0.3162 -0.9650  0.03
H21 0.2166 -4.4305 0.7199  0.09
H22 4.2942 1.0678 -1.9077  0.00
H23 4.0729 0.0780 -0.5316  0.00
H24 3.6384 -1.0280 1.2722  0.00
S2 -1.6900 1.9649 0.6853  0.00
H25 4.1446 -1.8559 2.6635  0.00
S3 1.9766 0.8964 -1.2509  0.00
C10 -1.5378 3.3590 1.8859  0.00
H26 -4.0116 2.1684 1.1416  0.00
H27 -0.4213 -4.4229 -0.7871  0.04
H28 1.2320 2.9331 -0.3701  0.00
S4 1.9749 -0.4925 3.0387  0.00
O6 -1.0254 0.7687 1.3717  0.00

Forces on the atoms, in the same order (eV/Å):
-0.296 0.408 -0.593
0.985 2.243 -0.081
0.654 0.612 1.506
0.383 -1.069 1.345
-0.480 -0.929 0.392
-0.202 -0.512 0.942
-0.163 -0.873 0.297
-0.328 0.127 0.369
-2.422 -2.118 0.393
-0.231 1.198 0.533
-0.192 0.367 0.293
0.357 0.155 -0.957
-0.723 -1.937 -0.479
0.189 0.174 -0.271
-1.374 1.340 -0.525
0.655 -0.186 0.642
-0.201 -0.785 -0.675
0.525 0.612 0.059
-0.131 -0.237 -0.527
0.004 -0.464 0.246
3.602 0.876 3.059
-0.249 0.048 -0.071
0.456 -0.280 0.538
-0.729 0.118 0.147
-0.224 -0.175 -0.678
0.593 0.062 0.288
-0.673 0.087 0.576
-0.051 0.476 0.206
0.723 -1.533 -1.842
0.388 0.933 0.716
0.927 -0.569 0.261
2.395 1.356 -0.648
0.493 -0.373 0.276
0.107 0.031 0.017
0.454 0.501 -0.627
-0.209 -0.482 -2.100
0.117 0.053 0.854
-0.461 0.283 -0.256
-0.097 0.266 0.460
-0.328 0.457 0.045
1.825 -1.140 -0.302
-0.393 0.179 0.784
-1.675 -0.148 -1.641
-1.531 0.088 -0.518
-0.299 -0.208 0.028
0.048 0.335 -0.784
-0.314 0.273 -0.129
-0.677 -1.572 -1.909
-1.227 1.936 0.337

Entry 3:
The molecule C15H19N3O5S. Source: OMol25; level of theory: the ωB97M-V functional and the def2-TZVPD basis.

Summary:
SMILES string ... Cn1c(=O)oc2cc(S(=O)(=O)NCCCN3CCCC3=O)ccc21
HOMO ... -0.318 Ha
HOMO-LUMO gap ... 9.318 eV
Energy above the lowest of the compared OMol25 structures with the same formula, charge and spin ... 0.0 kJ/mol

Last column: natural (NBO) charge in e.
Cartesian coordinates (Å):
H1 2.3213 0.7265 1.6864  0.20
C1 4.9241 -0.8552 -0.0395  -0.20
C2 3.1479 0.5870 -1.1068  -0.24
O1 -0.0851 3.2178 -0.1614  -0.95
H2 3.2397 -3.7128 0.1652  0.24
H3 5.3077 -2.8795 -0.6948  0.21
H4 0.7709 -0.0382 0.1071  0.43
C3 -4.3305 0.2777 0.1039  0.12
N1 3.5603 -0.6363 -0.4658  -0.42
C4 3.5358 -2.7314 0.5296  -0.50
N2 -5.4777 -0.4781 0.1468  -0.42
C5 -4.0081 1.5244 0.6103  -0.26
C6 2.9363 1.7539 -0.1345  -0.43
N3 0.6618 0.9065 0.4816  -0.89
H5 3.8827 2.0390 0.3303  0.20
C7 -2.7228 1.9865 0.3675  -0.17
H6 -4.7227 2.1091 1.1659  0.23
O2 -3.9795 -1.6569 -0.9981  -0.45
C8 -3.3976 -0.4822 -0.6228  0.32
H7 3.9104 0.8657 -1.8407  0.20
O3 -6.0464 -2.5498 -0.6845  -0.59
H8 -6.5859 0.0066 1.8452  0.21
C9 2.7252 -1.6365 -0.1408  0.70
O4 0.2304 1.5749 -1.9634  -0.95
H9 2.2129 0.3921 -1.6390  0.25
H10 1.6728 2.3712 1.4932  0.23
H11 -7.4094 -0.9703 0.6034  0.25
C10 1.9150 1.4443 0.9683  -0.23
H12 5.6721 -2.6213 1.0146  0.22
H13 5.1337 -0.2888 0.8771  0.18
C11 -1.8177 1.2272 -0.3524  -0.34
H14 2.5648 2.5983 -0.7162  0.23
H15 3.3308 -2.6942 1.6017  0.23
O5 1.5218 -1.6452 -0.3362  -0.66
H16 -2.3981 2.9501 0.7251  0.25
C12 4.9847 -2.3659 0.2110  -0.40
C13 -6.7253 -0.1400 0.7729  -0.41
H17 -1.3962 -0.5884 -1.4262  0.26
C14 -5.2582 -1.6628 -0.5295  0.87
S1 -0.1640 1.8568 -0.6081  2.31
C15 -2.1223 -0.0246 -0.8665  -0.23
H18 -7.1376 0.7698 0.3336  0.21
H19 5.6220 -0.5267 -0.8136  0.20

Forces on the atoms, in the same order (eV/Å):
-0.106 0.048 -0.016
0.274 0.014 0.156
-0.228 0.361 -0.046
-0.054 0.030 0.283
-0.084 0.041 0.026
0.016 0.023 0.006
-0.068 -0.173 -0.076
0.609 0.037 -0.201
0.243 0.064 -0.142
0.033 -0.051 -0.035
0.303 -0.158 -0.193
-0.148 -0.316 -0.114
-0.068 -0.297 0.053
-0.716 0.362 -0.514
0.025 0.100 -0.016
0.248 0.156 -0.028
-0.072 0.089 0.064
0.315 -0.295 -0.269
0.088 0.922 0.464
-0.091 -0.064 0.003
0.157 -0.180 -0.148
-0.034 -0.005 -0.012
0.219 -0.329 0.088
-0.147 -0.231 0.028
0.204 -0.021 0.004
0.207 -0.112 0.130
0.027 0.087 0.035
0.414 0.529 -0.046
0.041 -0.006 -0.044
0.065 -0.006 -0.075
0.447 0.380 -0.065
0.147 0.097 -0.011
-0.051 -0.007 0.009
-0.463 -0.129 -0.043
-0.035 0.128 0.088
-0.014 0.002 0.068
-0.182 0.005 0.071
0.086 -0.174 -0.137
-0.854 0.000 0.315
-0.246 -0.472 0.387
-0.451 -0.445 -0.128
-0.021 -0.021 0.019
-0.031 0.017 0.064

Entry 4:
A structure of composition C5H7F3N3S2. Source: OMol25; level of theory: the ωB97M-V functional and the def2-TZVPD basis.

Summary:
Total charge ... +1
HOMO (alpha / beta) ... -0.486 / -0.487 Ha
HOMO-LUMO gap (alpha / beta) ... 7.344 / 7.350 eV
Energy above the lowest of the compared OMol25 structures with the same formula, charge and spin ... 155.8 kJ/mol

Last column: natural (NBO) charge in e.
Cartesian coordinates (Å):
S1 -0.0052 -1.8171 -0.9850  0.90
H1 2.2576 0.8812 -2.0091  0.26
H2 -2.0337 -0.7228 -1.7225  0.46
N1 -1.0651 -0.2072 1.3383  -0.77
N2 0.2396 -2.2897 0.5255  -1.03
C1 -2.8706 0.8773 0.1710  0.95
F1 -3.7261 0.6145 1.1752  -0.28
F2 -3.4664 0.6304 -0.9907  -0.31
C2 1.5645 -0.0942 1.2107  -0.66
C3 -1.7791 -0.2260 0.2502  0.41
C4 2.5365 0.3751 -1.0969  -0.70
H3 3.3658 1.0581 -0.5869  0.27
F3 -2.3984 2.1133 0.2089  -0.28
H4 3.0670 -0.5793 -1.2536  0.27
H5 2.4466 -0.5601 1.2373  0.23
H6 1.4101 0.7934 1.9105  0.31
S2 0.1083 -1.3059 1.6879  1.40
N3 -1.5509 -0.9582 -0.8372  -0.75
C5 1.4018 0.4330 -0.1172  0.10
H7 0.4978 0.9842 -0.1164  0.21

Forces on the atoms, in the same order (eV/Å):
-0.238 1.452 0.788
0.152 -0.187 -0.389
0.244 -0.455 0.937
-0.921 0.347 0.037
-0.055 -2.434 -1.038
-0.053 -2.079 0.621
0.335 0.937 -0.617
-0.872 0.882 -0.533
-3.100 2.883 -0.052
1.723 1.163 1.128
1.052 2.142 1.416
-1.462 -1.136 -1.012
-0.261 -0.511 0.128
-0.685 0.224 0.218
3.366 -2.118 1.190
0.203 -1.245 -0.464
0.428 1.425 -0.056
0.254 -0.293 -1.306
0.310 -2.201 0.254
-0.419 1.204 -1.251

Asked for calculated total energy across the records above, the calculation gives -3287.609526, -2641.733431, -1521.703214, -1454.565954 Ha in order.